(1)
Density functional theory data (ωB97M-V with the def2-TZVPD basis set) for a molecular structure, C26H67BF4N5O8Pd at a distorted geometry.

Each line ends with the Löwdin charge.
Positions of all 112 atoms, in Å:
Pd1 6.65 -1.87 19.78  1.07
B1 8.60 -2.39 16.84  -1.53
F1 8.78 -1.09 16.55  0.19
F2 7.81 -2.93 15.83  0.13
F3 9.76 -3.09 16.91  0.17
F4 7.91 -2.43 17.99  0.12
C1 11.85 -1.84 11.81  -0.08
O1 12.05 -2.77 12.88  -0.20
C2 10.93 -3.04 13.63  -0.24
C3 11.13 -4.36 14.48  -0.13
N1 11.68 -5.48 13.62  -0.06
C4 10.90 -5.74 12.47  -0.23
C5 11.77 -6.56 11.43  -0.15
O2 13.00 -5.89 11.05  -0.21
C6 12.98 -5.06 9.89  -0.09
H1 11.69 -2.41 10.89  0.06
H2 12.84 -1.47 11.55  0.09
H3 11.07 -1.11 12.03  0.09
H4 10.04 -3.08 12.99  0.11
H5 10.93 -2.22 14.35  0.12
H6 10.26 -4.73 15.02  0.08
H7 11.75 -4.11 15.34  0.10
H8 12.60 -5.28 13.25  0.09
H9 10.59 -4.80 12.01  0.09
H10 9.95 -6.20 12.75  0.09
H11 11.30 -6.94 10.52  0.12
H12 12.06 -7.46 11.98  0.10
H13 12.73 -5.67 9.02  0.08
H14 13.99 -4.73 9.65  0.09
H15 12.17 -4.33 9.86  0.07
C7 15.08 -2.20 19.87  -0.10
O3 13.82 -2.83 19.71  -0.23
C8 13.07 -2.75 18.46  -0.15
C9 12.49 -1.32 18.34  -0.18
N2 11.56 -0.69 19.31  -0.04
C10 12.08 -0.50 20.65  -0.19
C11 11.30 0.44 21.54  -0.17
O4 10.07 0.04 22.20  -0.26
C12 9.57 0.92 23.20  -0.09
H16 15.57 -2.47 20.80  0.09
H17 14.89 -1.13 19.89  0.06
H18 15.73 -2.41 19.02  0.09
H19 12.37 -3.59 18.49  0.11
H20 13.60 -3.02 17.55  0.12
H21 11.94 -1.26 17.40  0.11
H22 13.30 -0.60 18.20  0.12
H23 10.87 -1.42 19.44  0.06
H24 13.03 0.00 20.44  0.12
H25 12.32 -1.48 21.07  0.12
H26 11.03 1.41 21.13  0.11
H27 11.99 0.78 22.31  0.12
H28 8.50 0.78 23.33  0.09
H29 9.76 1.98 23.02  0.09
H30 10.02 0.66 24.16  0.09
C13 9.59 -4.64 24.15  -0.05
O5 8.97 -4.27 22.90  -0.23
C14 9.91 -3.99 21.81  -0.15
C15 9.21 -3.10 20.77  -0.18
N3 7.81 -3.49 20.72  -0.06
C16 7.57 -4.65 19.89  -0.16
C17 6.07 -4.94 19.81  -0.16
O6 5.42 -3.78 19.26  -0.28
C18 4.25 -4.05 18.47  -0.04
H31 9.88 -3.70 24.60  0.09
H32 10.46 -5.26 23.96  0.09
H33 8.89 -5.20 24.78  0.09
H34 10.05 -4.95 21.33  0.13
H35 10.87 -3.57 22.11  0.13
H36 9.82 -3.11 19.87  0.12
H37 9.33 -2.06 21.08  0.08
H38 7.68 -3.74 21.69  0.11
H39 7.93 -5.63 20.21  0.15
H40 8.03 -4.54 18.91  0.13
H41 5.60 -5.19 20.76  0.14
H42 5.95 -5.76 19.11  0.13
H43 3.54 -4.52 19.15  0.10
H44 4.36 -4.75 17.65  0.10
H45 3.84 -3.07 18.23  0.09
C19 7.10 -6.17 13.56  -0.06
C20 7.38 -6.81 14.95  -0.39
C21 8.64 -7.71 15.05  -0.21
O7 8.77 -8.90 14.26  -0.18
C22 10.11 -9.45 14.34  -0.08
N4 7.36 -5.82 16.03  0.04
H46 7.19 -6.89 12.75  0.08
H47 7.82 -5.39 13.33  0.06
H48 6.13 -5.67 13.52  0.07
H49 6.52 -7.48 15.06  0.12
H50 8.78 -7.89 16.11  0.11
H51 9.50 -7.06 14.82  0.09
H52 9.98 -10.47 13.96  0.08
H53 10.37 -9.52 15.39  0.08
H54 10.90 -9.05 13.70  0.08
H55 8.23 -5.32 16.17  0.04
H56 6.67 -5.08 16.12  0.06
C23 8.38 2.02 19.77  -0.01
C24 7.40 0.80 19.76  -0.36
C25 6.82 0.73 18.36  -0.25
O8 6.12 -0.41 18.12  -0.26
C26 5.52 -0.37 16.80  0.00
N5 8.28 -0.34 19.87  0.07
H57 8.83 2.07 20.76  0.06
H58 7.81 2.92 19.55  0.09
H59 9.24 1.95 19.10  0.10
H60 6.63 0.86 20.53  0.15
H61 7.67 0.68 17.67  0.14
H62 6.13 1.56 18.23  0.15
H63 6.24 -0.55 16.01  0.10
H64 5.01 0.59 16.69  0.10
H65 4.82 -1.19 16.60  0.10
H66 8.85 -0.24 20.70  0.06
H67 8.91 -0.33 19.08  0.10

Summary:
Frontier orbital gap   4.17 eV
HOMO energy   -9.621 eV
Charge   +1
LUMO level   -0.200 hartree
Electronic energy   -2458.41166 Eh



(2)
Density functional theory data (ωB97M-V with the def2-TZVPD basis set) for 3 unconnected molecules or ions with the total composition C20H26NO11S2 at a distorted geometry.

Each line ends with the natural charge from an NBO analysis.
Positions of all 60 atoms, in Å:
C1 2.53 -1.88 1.60  -0.73
C2 2.25 -2.30 0.10  0.82
O1 1.35 -3.06 -0.14  -0.56
O2 3.06 -1.72 -0.87  -0.55
C3 2.33 -0.79 -1.70  -0.07
C4 1.62 0.38 -0.86  -0.46
C5 0.09 0.04 -0.79  -0.50
C6 -0.82 1.20 -0.28  0.33
C7 -0.29 2.43 0.30  -0.27
C8 -1.21 3.45 0.81  -0.08
C9 -2.66 3.18 0.68  -0.31
C10 -3.13 1.92 0.08  0.56
O3 -4.45 1.59 -0.07  -0.64
N1 -2.20 0.99 -0.36  -0.38
C11 -2.68 -0.29 -0.92  0.19
C12 -2.97 -1.37 0.04  -0.24
C13 -3.41 -2.69 -0.42  -0.19
C14 -3.54 -2.91 -1.86  -0.18
C15 -3.26 -1.81 -2.81  -0.19
C16 -2.82 -0.48 -2.38  -0.25
H1 3.42 -2.50 1.92  0.25
H2 1.63 -2.05 2.25  0.24
H3 2.82 -0.80 1.68  0.23
H4 1.51 -1.39 -2.20  0.20
H5 2.92 -0.34 -2.54  0.22
H6 2.11 0.45 0.15  0.23
H7 1.84 1.37 -1.36  0.22
H8 -0.23 -0.17 -1.85  0.29
H9 -0.13 -0.85 -0.13  0.27
H10 0.81 2.64 0.40  0.27
H11 -0.83 4.41 1.26  0.26
H12 -3.39 3.93 1.05  0.26
H13 -4.88 2.31 -0.58  0.52
H14 -2.84 -1.19 1.14  0.24
H15 -3.59 -3.47 0.36  0.25
H16 -3.84 -3.91 -2.25  0.24
H17 -3.37 -2.06 -3.90  0.24
H18 -2.58 0.33 -3.12  0.24
C17 2.31 -2.83 5.72  -0.10
C18 2.21 -2.35 7.15  -0.10
O4 2.58 -0.98 7.11  -0.67
S1 2.13 -0.34 5.70  2.53
O5 0.88 0.32 5.89  -0.89
O6 3.25 0.29 5.11  -0.89
O7 1.84 -1.73 4.93  -0.69
H19 3.35 -3.03 5.44  0.20
H20 1.71 -3.72 5.53  0.22
H21 2.86 -2.91 7.82  0.22
H22 1.18 -2.41 7.52  0.20
C19 0.92 3.47 -4.40  -0.10
C20 -0.54 3.07 -4.56  -0.10
O8 -0.50 1.81 -5.22  -0.68
S2 0.83 1.01 -4.77  2.54
O9 0.47 0.10 -3.72  -0.93
O10 1.53 0.60 -5.93  -0.86
O11 1.61 2.25 -4.10  -0.68
H23 1.32 3.87 -5.33  0.21
H24 1.06 4.20 -3.60  0.21
H25 -1.11 3.80 -5.14  0.23
H26 -1.02 2.93 -3.59  0.18

Summary:
Frontier orbital gap   8.40 eV
HOMO energy   -12.336 eV
Charge   +1
LUMO level   -0.144 hartree
Electronic energy   -2456.11473 Eh



(3)
Density functional theory data (ωB97M-V with the def2-TZVPD basis set) for a single C5H10O molecule.

Each line ends with the natural charge from an NBO analysis.
Positions of all 16 atoms, in Å:
C1 2.25 -0.28 -0.11  -0.60
C2 1.43 0.61 -1.06  -0.55
C3 0.04 0.01 -1.05  0.27
C4 -1.76 -0.77 1.02  -0.64
C5 -1.95 0.45 0.14  -0.06
O1 -0.67 0.88 -0.37  -0.50
H1 2.32 -1.30 -0.49  0.22
H2 1.80 -0.32 0.88  0.20
H3 3.26 0.12 0.01  0.22
H4 1.85 0.58 -2.06  0.22
H5 1.42 1.64 -0.69  0.20
H6 -0.80 -0.69 1.55  0.22
H7 -2.55 -0.84 1.77  0.22
H8 -1.73 -1.69 0.43  0.23
H9 -2.28 1.32 0.71  0.19
H10 -2.64 0.27 -0.69  0.19

Summary:
Relative energy (zero: lowest compared OMol25 entry of this formula, charge and spin)   2.9067 eV
Frontier orbital gap   9.43 eV
HOMO energy   -8.337 eV
Charge   0
LUMO level   0.040 hartree
Electronic energy   -271.64580 Eh